The following is a quantum chemistry calculation of a structure of composition C29H42CdN8OS2Se, from the OMol25 dataset.

```
! RIJCOSX wB97M-V def2-TZVPD def2/J DEFGRID3
* xyz -1 2
Cd -2.43 -0.34 -0.02
Se -0.79 3.46 -0.43
S 0.61 -0.46 1.20
S -4.11 1.52 0.20
O -3.48 -2.30 0.54
N -2.83 1.16 2.65
N -2.76 -0.14 2.22
N -1.19 -1.94 -1.27
N 1.45 2.42 1.03
N -2.67 -3.31 -2.38
N 1.43 1.66 -1.08
N -0.88 -4.30 -1.25
N -3.59 3.24 2.14
C 2.66 1.85 0.78
C 0.91 4.17 2.75
C -0.40 -5.13 -2.35
C 4.92 1.12 1.03
C 4.91 0.64 -0.28
C -0.17 0.63 0.31
C -3.01 -3.01 1.51
C -3.39 -2.11 -2.79
C 2.66 1.39 -0.55
C -2.48 -1.05 3.06
C 3.79 1.72 1.58
C -2.45 -2.48 2.72
C -1.96 -4.72 3.56
C 0.95 2.69 2.37
C -3.52 -4.47 -2.21
C -2.53 -5.25 2.41
C -3.42 1.93 1.77
C -1.95 -3.34 3.70
C 2.83 5.23 1.41
C 2.21 3.46 -3.35
C 1.00 1.37 -2.42
C -3.05 -4.43 1.43
C -1.56 -3.13 -1.60
C 0.07 -4.17 -0.16
C 0.96 2.57 -3.37
C 0.52 2.09 -0.03
C 3.78 0.77 -1.09
C 3.40 2.87 -4.10
C 2.26 4.89 2.78
H 5.81 1.01 1.63
H -2.29 -0.77 4.10
H -2.69 -1.34 -3.10
H -1.11 -5.10 -3.17
H -1.53 -2.90 4.60
H 2.48 3.67 -2.31
H -4.05 -2.36 -3.62
H -3.90 -4.80 -3.18
H -0.01 0.94 -2.35
H 0.80 2.18 -4.38
H -0.30 -1.93 -0.77
H 1.65 0.58 -2.81
H 2.12 5.82 3.34
H 3.13 2.67 -5.15
H 3.29 4.37 0.93
H -3.49 -4.85 0.53
H 0.09 3.17 -3.09
H 4.24 3.56 -4.10
H 3.74 1.94 -3.66
H -3.62 3.87 1.35
H -0.06 2.28 2.44
H 2.04 5.58 0.74
H 1.00 -3.68 -0.47
H 3.80 2.09 2.59
H 3.59 6.01 1.48
H 1.58 2.14 3.07
H 0.31 -5.17 0.20
H -2.97 -5.28 -1.74
H 0.24 4.67 2.05
H -2.95 3.53 2.87
H -0.37 -3.62 0.67
H -2.58 -6.33 2.28
H 3.78 0.38 -2.10
H 2.98 4.30 3.36
H 5.80 0.17 -0.68
H -4.00 -1.72 -1.96
H 1.94 4.42 -3.79
H -1.55 -5.35 4.34
H -0.29 -6.16 -2.01
H 0.57 -4.78 -2.71
H 0.45 4.21 3.74
H -4.38 -4.22 -1.57
*
```

Calculated total energy: -5009.11579 hartree
Relative energy (zero: lowest compared OMol25 entry of this formula, charge and spin): 0.888 eV
HOMO (alpha / beta): -3.9 / -3.9 eV